(1)
Density functional theory data (ωB97M-V/def2-TZVPD) for a molecular structure, C2H3CuO2 in a non-equilibrium geometry.

Calculated values
Net charge: 0

XYZ file:
```
8
C2H3CuO2 ωB97M-V/def2-TZVPD
O -0.74 -0.39 0.71
O -1.63 -0.65 -0.47
C 0.02 0.68 0.39
C 1.13 0.48 -0.34
H -0.58 1.59 0.33
H 1.54 -0.56 -0.14
H 1.52 1.32 -0.92
Cu -1.27 -2.46 0.45
```

=====

(2)
Density functional theory data (ωB97M-V/def2-TZVPD) for C5H7I in the gas phase in a non-equilibrium geometry.

Calculated values
Net charge: 0
Structure (SMILES): I[C@@H]1C[C@H]2C[C@H]21

XYZ file:
```
13
C5H7I ωB97M-V/def2-TZVPD
I -2.65 1.52 -0.95
C -0.83 0.48 -0.94
C -0.70 -0.98 -0.33
C 0.13 -0.52 0.83
C 1.48 0.06 0.44
C 0.25 0.97 0.49
H -0.49 0.76 -1.85
H -0.08 -1.73 -0.87
H -1.68 -1.31 -0.21
H 0.10 -1.06 1.75
H 2.34 0.34 1.12
H 1.99 -0.34 -0.53
H 0.12 1.82 1.06
```

=====

(3)
Density functional theory data (ωB97M-V/def2-TZVPD) for 11 unconnected molecules or ions with the total composition C44H65N11 in a non-equilibrium geometry.

Calculated values
Net charge: 0
Structure (SMILES): c1cc[nH]c1.c1cc[nH]c1.c1cc[nH]c1.c1cc[nH]c1.c1cc[nH]c1.c1cc[nH]c1.CCCC#N.CCCC#N.CCCC#N.CCCC#N.CCCC#N

XYZ file:
```
120
C44H65N11 ωB97M-V/def2-TZVPD
C -0.12 -5.98 -1.15
C -1.54 -6.05 -1.40
C -1.93 -4.92 -2.03
N -0.83 -4.12 -2.20
C 0.28 -4.77 -1.74
H 0.51 -6.73 -0.68
H -2.13 -6.93 -1.17
H -2.90 -4.61 -2.40
H -0.82 -3.22 -2.67
H 1.22 -4.32 -2.01
C -4.20 -2.58 -3.69
C -3.38 -1.53 -3.89
C -4.07 -0.44 -3.36
N -5.27 -0.86 -2.89
C -5.39 -2.24 -3.14
H -4.06 -3.61 -3.99
H -2.40 -1.57 -4.32
H -3.80 0.59 -3.19
H -5.93 -0.28 -2.39
H -6.26 -2.82 -2.87
C -1.74 3.27 -4.01
C -1.54 4.42 -4.72
C -0.48 5.13 -4.04
N -0.11 4.41 -2.94
C -0.81 3.22 -2.98
H -2.44 2.48 -4.27
H -1.98 4.76 -5.65
H 0.00 6.07 -4.27
H 0.61 4.61 -2.27
H -0.63 2.50 -2.20
C 2.34 0.37 -6.37
C 3.22 -0.71 -6.02
C 3.14 -0.75 -4.62
N 2.51 0.32 -4.16
C 1.98 0.98 -5.25
H 2.19 0.69 -7.39
H 3.78 -1.21 -6.79
H 3.43 -1.53 -3.93
H 2.44 0.58 -3.18
H 1.40 1.85 -4.97
C -2.21 3.48 1.70
C -1.30 4.57 1.38
C -1.60 5.67 2.21
N -2.70 5.32 2.92
C -3.08 3.99 2.62
H -2.19 2.48 1.30
H -0.55 4.44 0.62
H -1.14 6.64 2.33
H -3.21 5.87 3.59
H -3.90 3.50 3.11
C -0.28 -2.89 3.47
C 1.06 -2.62 3.39
C 1.45 -3.21 2.20
N 0.36 -3.79 1.57
C -0.76 -3.54 2.30
H -0.93 -2.68 4.30
H 1.74 -2.06 4.02
H 2.44 -3.36 1.79
H 0.43 -4.30 0.70
H -1.74 -3.93 2.04
C 0.28 0.86 4.66
C -0.03 2.08 5.57
C -1.32 2.74 5.05
C -1.93 3.67 6.00
N -2.43 4.37 6.78
H -0.44 0.03 4.68
H 1.27 0.50 4.94
H 0.40 1.09 3.60
H 0.85 2.73 5.53
H -0.18 1.85 6.62
H -2.05 2.09 4.56
H -0.96 3.45 4.31
C -3.95 -2.86 0.40
C -4.29 -2.85 1.86
C -5.07 -1.58 2.18
C -4.29 -0.29 2.16
N -3.62 0.63 2.08
H -3.57 -3.88 0.33
H -3.17 -2.16 0.08
H -4.79 -2.79 -0.30
H -3.39 -2.91 2.46
H -4.83 -3.77 2.09
H -5.46 -1.64 3.20
H -5.86 -1.40 1.45
C -1.28 -0.50 -0.97
C -0.30 -0.49 0.16
C 0.48 0.82 0.43
C 1.28 1.43 -0.62
N 1.87 1.90 -1.48
H -1.67 -1.49 -1.21
H -0.87 -0.11 -1.90
H -2.11 0.17 -0.78
H 0.43 -1.27 -0.02
H -0.90 -0.84 1.00
H 1.15 0.61 1.26
H -0.21 1.59 0.78
C 3.73 0.02 2.20
C 3.93 1.52 1.98
C 3.94 2.29 3.28
C 5.27 2.09 3.97
N 6.27 1.96 4.51
H 4.51 -0.22 2.92
H 3.90 -0.64 1.34
H 2.83 -0.41 2.65
H 3.14 1.80 1.28
H 4.91 1.59 1.51
H 3.11 2.03 3.94
H 3.69 3.34 3.09
C 5.83 0.73 -2.09
C 5.99 -0.11 -0.85
C 5.39 -1.54 -0.91
C 3.96 -1.63 -1.20
N 2.79 -1.70 -1.39
H 6.42 1.63 -1.90
H 4.84 1.05 -2.38
H 6.42 0.32 -2.91
H 5.45 0.38 -0.04
H 7.05 -0.22 -0.60
H 5.55 -2.07 0.03
H 5.86 -2.04 -1.75
```

=====

(4)
Density functional theory data (ωB97M-V/def2-TZVPD) for 2 unconnected molecules or ions with the total composition C7H14O3 in a non-equilibrium geometry.

Calculated values
Net charge: 0
Structure (SMILES): O[C@@H](C[C@H]1CO1)C1CC1.O

XYZ file:
```
24
C7H14O3 ωB97M-V/def2-TZVPD
O -1.61 -0.09 -1.01
C -0.20 -0.03 -0.94
C 0.30 -0.27 0.49
C -0.20 0.75 1.47
C 0.57 1.03 2.70
O 0.43 2.02 1.38
C 0.49 -0.98 -1.91
C -0.05 -2.35 -2.19
C -0.10 -1.28 -3.26
H -1.92 -0.92 -0.63
H 0.06 1.00 -1.23
H -0.01 -1.27 0.82
H 1.40 -0.27 0.48
H -1.29 0.80 1.57
H 0.10 0.68 3.62
H 1.63 0.74 2.72
H 1.58 -0.89 -1.88
H 0.67 -3.16 -2.31
H -0.99 -2.65 -1.73
H -1.08 -0.86 -3.48
H 0.57 -1.36 -4.11
O -0.45 3.02 3.36
H -0.21 3.00 2.20
H 0.30 3.34 3.87
```

=====

(5)
Density functional theory data (ωB97M-V/def2-TZVPD) for C2H5B in the gas phase in a non-equilibrium geometry.

Calculated values
Net charge: 0
Structure (SMILES): BC=C

XYZ file:
```
8
C2H5B ωB97M-V/def2-TZVPD
B -1.32 0.22 0.12
C -0.14 -0.64 0.17
C 1.31 0.09 0.04
H -1.12 1.32 -0.47
H -2.40 0.00 0.01
H 0.03 -1.62 0.03
H 2.13 -0.54 0.28
H 1.52 1.17 -0.18
```

=====

(6)
Density functional theory data (ωB97M-V/def2-TZVPD) for 2 unconnected molecules or ions with the total composition H4NOPS in a non-equilibrium geometry.

Calculated values
Net charge: 0
Structure (SMILES): [H]/N=P/O.S

XYZ file:
```
8
H4NOPS ωB97M-V/def2-TZVPD
H 1.86 -0.08 -1.67
N 1.65 0.37 -0.77
P 1.59 -0.88 0.14
O 1.14 -0.31 1.64
H 0.86 0.62 1.82
S -2.61 -0.35 -0.03
H -2.93 0.89 -0.42
H -1.56 -0.26 -0.70
```

=====

Sequential frontier orbital gap output: 7.0, 9.7, 8.1, 9.9, 8.7, 10.0 eV
Sequential ΔE to the lowest compared entry with this formula, charge and spin output: 3.084, 1.842, 2.283, 5.308, 2.387, 1.242 eV